Entry from the Open Molecules 2025 dataset: a single C5H8N2 molecule at a distorted geometry (ωB97M-V with the def2-TZVPD basis set).

```
15
C5H8N2 | the Open Molecules 2025 dataset | ωB97M-V with the def2-TZVPD basis set
H 1.46327 2.39845 0.30185
N 2.13158 1.66731 0.52860
C 1.27388 0.80773 0.18533
C -0.23959 1.08145 -0.21902
C -0.35050 -0.42479 -0.14094
C -1.52040 -1.16467 0.38198
N 0.53595 -1.02431 -1.10755
C 1.09590 -0.65525 0.19051
H -0.80900 1.61758 0.55998
H -0.55658 1.51356 -1.18836
H -2.36411 -1.03520 -0.29942
H -1.26086 -2.22087 0.45952
H -1.80007 -0.77910 1.36768
H 0.83661 -0.36940 -1.82980
H 1.56391 -1.41248 0.80963
```

Output
Highest occupied orbital energy: -0.35549 hartree
Frontier orbital gap: 0.3887 Ha
Largest force on an atom: 2.304 eV Å⁻¹
SMILES: [H]/N=C1\C[C@@]2(C)N[C@@H]12

***

Entry from the Open Molecules 2025 dataset: a single C3H6OS molecule at a distorted geometry (ωB97M-V with the def2-TZVPD basis set).

```
11
C3H6OS | the Open Molecules 2025 dataset | ωB97M-V with the def2-TZVPD basis set
O 1.74052 -0.40134 0.23472
C 0.99002 0.42099 -0.60067
C -0.17196 0.60047 0.28578
C -1.13977 -0.62782 0.30647
S -1.71920 0.73814 -0.70887
H 1.13655 -1.11468 0.51302
H 0.76928 0.03519 -1.58769
H 1.47949 1.50036 -0.74963
H -0.12370 1.26266 1.20392
H -1.05526 -1.64331 -0.00626
H -1.90599 -0.77066 1.10923
```

Output
Highest occupied orbital energy: -0.32352 hartree
Frontier orbital gap: 0.3535 Ha
Largest force on an atom: 3.792 eV Å⁻¹
SMILES: OC[C@@H]1CS1

***

Entry from the Open Molecules 2025 dataset: a molecular structure, C37H47B2BrCdF4Ge2N6O4 at a distorted geometry (ωB97M-V with the def2-TZVPD basis set).

```
104
C37H47B2BrCdF4Ge2N6O4 | the Open Molecules 2025 dataset | ωB97M-V with the def2-TZVPD basis set
Cd 0.38244 0.87418 0.33744
C 4.24208 -1.57623 1.26449
C 2.89030 -0.98789 1.01408
N 2.69395 0.01717 0.23307
O 3.78185 0.40105 -0.44272
B 3.87687 1.62333 -1.28996
F 4.92229 1.37763 -2.14099
F 4.13637 2.73235 -0.48061
O 2.65480 1.98755 -2.10763
N 1.48700 1.27515 -2.06650
C 1.50768 -0.03823 -2.48164
C 2.68361 -0.49563 -3.28437
C 0.51718 -0.96291 -2.05700
N -0.39635 -0.54989 -1.19090
O -1.34528 -1.50831 -0.78302
B -1.10162 -2.37965 0.45538
F -2.39011 -2.81348 0.77627
F -0.27234 -3.42862 0.10546
O -0.61336 -1.65408 1.63135
N 0.58271 -1.02236 1.38950
C 1.67790 -1.65518 1.55160
C 1.78820 -3.01811 2.14436
C 0.55852 -2.35799 -2.60704
H 5.00020 -0.88208 0.91552
H 4.37393 -2.51904 0.73071
H 4.38198 -1.76667 2.32840
H 3.23570 0.36383 -3.65270
H 2.35183 -1.10534 -4.12518
H 3.38476 -1.08967 -2.69302
H 0.79916 -3.39337 2.38561
H 2.39273 -2.97848 3.05154
H 2.25951 -3.70509 1.44235
H 1.55698 -2.78182 -2.50855
H 0.30294 -2.33489 -3.66962
H -0.13782 -3.00703 -2.08796
C 2.06847 3.04950 1.83285
N 0.87863 3.04210 0.95929
C -0.19176 3.76843 1.65967
C 1.18274 3.72746 -0.32914
C 0.22048 3.31650 -1.41667
C -0.85282 4.15764 -1.69853
C -1.81976 3.82984 -2.63068
C -1.71129 2.63322 -3.32343
C -0.64096 1.79436 -3.09345
C 0.33329 2.11216 -2.14455
H 2.40414 4.07289 2.02741
H 2.88813 2.50686 1.37033
H 1.81356 2.57743 2.78264
H 0.11063 4.80341 1.85024
H -0.38957 3.29083 2.61567
H -1.10680 3.77213 1.06937
H 2.20095 3.49257 -0.61158
H 1.12757 4.81258 -0.19424
H -0.90877 5.10913 -1.18350
H -2.64145 4.50571 -2.82682
H -2.43798 2.36570 -4.07456
H -0.52648 0.89898 -3.68896
C -6.76848 -2.59523 -1.03692
Ge -5.44791 -1.62628 0.07541
C -5.33048 -2.46415 1.86665
C -6.21569 0.19686 0.25943
Ge -3.41949 -1.92016 -1.40496
C -3.11497 -3.82495 -1.79845
C -3.74194 -4.73881 -0.95393
C -3.61928 -6.10215 -1.16570
C -2.85714 -6.56937 -2.22716
C -2.21489 -5.66917 -3.06460
C -2.33958 -4.30509 -2.84993
C -3.60089 -0.76862 -3.00751
C -4.42479 0.34683 -2.86097
C -4.85623 1.06217 -3.96784
C -4.46965 0.66537 -5.23971
C -3.64454 -0.44012 -5.39824
C -3.21230 -1.15280 -4.28972
H -7.68678 -2.71182 -0.46060
H -6.41710 -3.58026 -1.34027
H -6.99387 -2.01658 -1.93299
H -5.66285 -1.75939 2.62785
H -4.32223 -2.79700 2.10453
H -5.99909 -3.32479 1.88091
H -6.95934 0.14860 1.05613
H -6.72765 0.46084 -0.66533
H -5.49290 0.97498 0.49306
H -4.31608 -4.38234 -0.10547
H -4.11056 -6.79735 -0.49792
H -2.75145 -7.63289 -2.39468
H -1.60916 -6.02738 -3.88678
H -1.80972 -3.62403 -3.50268
H -4.73431 0.66026 -1.87002
H -5.49340 1.92747 -3.83535
H -4.80314 1.21765 -6.10834
H -3.35322 -0.75698 -6.39110
H -2.58604 -2.02248 -4.43385
Br -2.68132 1.48435 0.22506
C -2.46113 1.05663 2.07550
C -3.55569 0.88701 2.90096
C -3.30043 0.57314 4.22758
C -1.98648 0.42536 4.64770
C -0.97217 0.62876 3.72962
N -1.20538 0.96354 2.46107
H -4.56373 0.99931 2.52972
H -4.12461 0.44531 4.91615
H -1.74704 0.15853 5.66681
H 0.07027 0.52364 4.00678
```

Output
Net charge: +1
2S+1: 2
Highest occupied orbital energy (spin up / spin down): -0.35781 / -0.40537 hartree
Frontier orbital gap (spin up / spin down): 0.2643 / 0.2757 Ha
Largest force on an atom: 1.181 eV Å⁻¹

***

Entry from the Open Molecules 2025 dataset: 8 unconnected molecules or ions with the total composition C52H59N9O16Si (ωB97M-V with the def2-TZVPD basis set).

```
137
C52H59N9O16Si | the Open Molecules 2025 dataset | ωB97M-V with the def2-TZVPD basis set
C -2.85803 -0.56132 4.50920
C -1.73954 0.08389 3.74008
O -0.89203 0.75408 4.27387
N -1.78362 -0.09522 2.30621
C -2.14976 1.17862 1.67956
C -0.48945 -0.57971 1.80215
C -0.18166 -2.00915 2.29333
C -0.01357 -3.05695 1.16937
C -0.70268 -4.42084 1.45763
Si 0.36155 -5.92003 1.03246
C 0.40429 -7.16152 2.45142
C 0.12170 -8.60298 2.02100
O 1.21452 -9.04934 1.20338
C -0.05775 -9.56782 3.21630
N -1.40542 -10.10489 3.39409
H -3.62531 0.20809 4.65096
H -2.48642 -0.90550 5.47417
H -3.28891 -1.38192 3.93510
H -1.44258 1.98612 1.91987
H -3.14394 1.48797 2.02323
H -2.19258 1.04012 0.59772
H -0.55067 -0.55276 0.70931
H 0.31747 0.10407 2.10276
H -0.99570 -2.33830 2.94951
H 0.72432 -1.98454 2.90769
H 1.05692 -3.21546 0.99527
H -0.42160 -2.64454 0.24003
H -0.97099 -4.48656 2.51841
H -1.63634 -4.47068 0.88718
H -0.16542 -6.62329 -0.17181
H 1.72086 -5.46354 0.67470
H -0.35391 -6.86637 3.19062
H 1.37784 -7.14707 2.95442
H -0.80694 -8.63337 1.43554
H 0.92878 -9.10884 0.28840
H 0.65525 -10.38816 3.09022
H 0.20755 -9.04644 4.13993
H -1.91853 -10.18532 2.52852
H -1.94898 -9.58588 4.06562
O 3.44920 -2.95954 3.17662
N 3.85699 -3.79714 2.39520
O 3.53290 -4.96624 2.41016
C 4.78493 -3.36035 1.34091
C 5.19340 -2.03910 1.31631
C 6.06741 -1.63683 0.31945
C 6.51306 -2.54789 -0.62896
C 6.08268 -3.86782 -0.58646
C 5.21199 -4.28653 0.40685
H 4.83286 -1.34431 2.05986
H 6.39901 -0.60831 0.27782
H 7.18851 -2.22559 -1.40589
H 6.42352 -4.57262 -1.33238
H 4.86430 -5.30765 0.45471
O 7.51648 -0.33009 -2.91655
N 7.92232 -1.04630 -3.81274
O 7.36168 -2.05869 -4.18024
C 9.16283 -0.65744 -4.49931
C 9.82687 0.48342 -4.08734
C 10.98708 0.84522 -4.75184
C 11.45465 0.07562 -5.80981
C 10.76541 -1.06127 -6.20950
C 9.61140 -1.44108 -5.54517
H 9.44234 1.07433 -3.26988
H 11.52337 1.73302 -4.44645
H 12.35792 0.36721 -6.32891
H 11.12270 -1.65159 -7.04152
H 9.05842 -2.31874 -5.84454
O -10.78921 -0.29882 4.73162
N -9.72930 -0.68536 4.28513
O -9.49927 -1.82600 3.94013
C -8.64203 0.30162 4.15299
C -8.86708 1.59840 4.56979
C -7.84212 2.52439 4.45327
C -6.61509 2.13491 3.92349
C -6.41370 0.81837 3.51477
C -7.43473 -0.11051 3.62811
H -9.82507 1.87648 4.98217
H -7.98697 3.54362 4.78122
H -5.81085 2.85595 3.84428
H -5.45772 0.51519 3.10858
H -7.29659 -1.13594 3.32050
O -5.41546 5.74560 5.78912
N -6.60847 5.96088 5.70744
O -7.47875 5.23096 6.14681
C -7.06162 7.17532 5.00677
C -6.13533 7.98645 4.37183
C -6.59072 9.11353 3.70614
C -7.94528 9.41422 3.69251
C -8.85511 8.58811 4.33753
C -8.41748 7.45409 4.99954
H -5.08684 7.73252 4.37552
H -5.88442 9.74799 3.18936
H -8.29566 10.29387 3.16900
H -9.91001 8.82488 4.32292
H -9.11192 6.80004 5.50541
O 7.28441 -1.38871 -9.09573
N 6.97502 -0.67014 -8.16782
O 7.69276 0.18364 -7.68769
C 5.64792 -0.86179 -7.55883
C 4.81957 -1.84989 -8.05822
C 3.58210 -2.03694 -7.46311
C 3.19315 -1.24584 -6.38871
C 4.04434 -0.25763 -5.90878
C 5.28422 -0.05799 -6.49375
H 5.13881 -2.45844 -8.89085
H 2.92004 -2.80646 -7.83624
H 2.22493 -1.39340 -5.92855
H 3.74328 0.35706 -5.07118
H 5.95896 0.70219 -6.12941
O -2.10717 8.55502 1.58320
N -2.70115 7.61988 2.07560
O -3.90857 7.47774 2.03197
C -1.90726 6.58420 2.75225
C -0.53453 6.73762 2.80434
C 0.21467 5.75852 3.43279
C -0.41092 4.65329 3.99200
C -1.79234 4.52118 3.92977
C -2.55539 5.49478 3.30620
H -0.06532 7.60118 2.35741
H 1.29028 5.85751 3.48269
H 0.17886 3.88975 4.47707
H -2.27517 3.65769 4.36636
H -3.63039 5.41017 3.25063
O 0.03367 -1.22093 -5.43538
N -1.04128 -0.65665 -5.51509
O -2.03803 -0.99273 -4.91541
C -1.13359 0.51570 -6.40237
C -0.01786 0.89924 -7.12371
C -0.11831 1.99794 -7.96182
C -1.31820 2.68955 -8.06421
C -2.42422 2.28704 -7.32700
C -2.33830 1.18912 -6.48630
H 0.90915 0.35245 -7.03484
H 0.74243 2.31214 -8.53593
H -1.39200 3.54525 -8.72206
H -3.35713 2.82769 -7.40658
H -3.18757 0.86091 -5.90644
```

Output
Highest occupied orbital energy: -0.32261 hartree
Frontier orbital gap: 0.2942 Ha
Largest force on an atom: 0.369 eV Å⁻¹
SMILES: CC(=O)N(C)CCCC[SiH2]C[C@@H](O)CN.O=[N+]([O-])c1ccccc1.O=[N+]([O-])c1ccccc1.O=[N+]([O-])c1ccccc1.O=[N+]([O-])c1ccccc1.O=[N+]([O-])c1ccccc1.O=[N+]([O-])c1ccccc1.O=[N+]([O-])c1ccccc1